{
  "formula": "C15H34BClNO12S2",
  "method": "the ωB97M-V functional and the def2-TZVPD basis",
  "symbols": ["C", "B", "O", "S", "O", "O", "N", "S", "O", "O", "C", "C", "O", "Cl", "H", "H", "H", "H", "H", "H", "C", "O", "C", "C", "O", "C", "C", "O", "C", "H", "H", "H", "H", "H", "H", "H", "H", "H", "H", "H", "H", "H", "H", "C", "O", "C", "C", "O", "C", "C", "O", "C", "H", "H", "H", "H", "H", "H", "H", "H", "H", "H", "H", "H", "H", "H"],
  "coordinates": [[2.891, -7.546, -0.454], [3.363, -7.262, -1.918], [2.975, -8.038, -2.985], [4.482, -5.786, -2.296], [5.321, -6.181, -3.411], [3.509, -4.724, -2.534], [5.386, -5.554, -0.992], [5.396, -4.176, -0.219], [5.630, -2.999, -1.011], [6.229, -4.354, 0.952], [3.768, -3.932, 0.561], [2.699, -3.311, -0.281], [2.781, -2.346, -0.944], [1.083, -4.127, -0.116], [2.888, -6.628, 0.128], [3.573, -8.266, 0.004], [1.872, -7.943, -0.448], [2.203, -7.664, -3.431], [3.972, -3.223, 1.368], [3.467, -4.868, 1.023], [-0.555, 4.868, 0.340], [0.649, 4.248, -0.037], [1.726, 4.591, 0.817], [2.836, 3.565, 0.742], [2.579, 2.392, 1.491], [1.666, 1.462, 0.921], [2.223, 0.656, -0.228], [2.195, 1.411, -1.429], [3.064, 0.861, -2.402], [-0.471, 5.962, 0.309], [-1.321, 4.553, -0.366], [-0.860, 4.562, 1.348], [1.377, 4.661, 1.856], [2.122, 5.571, 0.511], [3.720, 4.009, 1.205], [3.080, 3.331, -0.297], [0.734, 1.956, 0.637], [1.440, 0.764, 1.731], [1.612, -0.243, -0.364], [3.250, 0.350, 0.001], [4.100, 0.860, -2.047], [2.994, 1.488, -3.290], [2.782, -0.163, -2.658], [-2.469, 0.381, 1.932], [-3.259, 1.352, 1.284], [-3.319, 1.139, -0.116], [-4.513, 1.844, -0.715], [-5.746, 1.164, -0.524], [-6.331, 1.240, 0.764], [-6.980, 2.571, 1.071], [-6.013, 3.528, 1.464], [-6.496, 4.846, 1.365], [-1.437, 0.394, 1.563], [-2.462, 0.613, 2.996], [-2.882, -0.625, 1.796], [-3.385, 0.067, -0.335], [-2.403, 1.535, -0.578], [-4.370, 1.868, -1.797], [-4.571, 2.876, -0.359], [-5.616, 0.971, 1.544], [-7.122, 0.487, 0.756], [-7.699, 2.436, 1.893], [-7.521, 2.921, 0.183], [-6.773, 5.089, 0.332], [-5.697, 5.513, 1.680], [-7.367, 5.003, 2.014]],
  "charge": -1
}

{
  "formula": "C15H34Cl2F9N3O11S",
  "method": "the ωB97M-V functional and the def2-TZVPD basis",
  "symbols": ["N", "H", "H", "H", "H", "N", "H", "H", "H", "H", "N", "H", "H", "H", "H", "C", "F", "F", "F", "S", "O", "O", "O", "O", "C", "C", "O", "H", "H", "H", "H", "O", "C", "C", "O", "H", "H", "H", "H", "C", "C", "O", "C", "O", "C", "F", "F", "F", "H", "H", "H", "H", "H", "C", "C", "O", "C", "O", "C", "F", "F", "F", "H", "H", "H", "H", "H", "Cl", "C", "C", "Cl", "H", "H", "H", "H"],
  "coordinates": [[3.069, 0.982, 2.772], [3.021, 0.300, 3.586], [2.914, 0.317, 1.972], [3.931, 1.512, 2.755], [2.257, 1.630, 2.797], [-0.343, -0.291, 4.138], [-0.196, 0.670, 3.646], [-0.715, -0.288, 5.076], [0.648, -0.742, 4.174], [-0.870, -0.789, 3.424], [0.504, 0.673, 0.438], [1.087, 1.280, -0.202], [0.299, 1.219, 1.321], [1.085, -0.193, 0.694], [-0.353, 0.411, -0.028], [3.070, 4.231, -2.478], [4.173, 4.908, -2.781], [2.061, 5.088, -2.246], [2.742, 3.511, -3.567], [3.285, 3.124, -0.990], [3.177, 4.017, 0.131], [2.152, 2.206, -1.134], [4.558, 2.482, -1.196], [0.346, 2.000, 2.819], [0.455, 3.049, 3.767], [1.288, 2.822, 5.031], [2.631, 2.865, 4.970], [-0.597, 3.209, 4.108], [0.756, 3.991, 3.267], [0.927, 1.802, 5.378], [0.977, 3.556, 5.812], [2.145, -1.321, 4.154], [2.292, -2.452, 3.400], [2.009, -2.279, 1.856], [2.372, -1.198, 1.074], [1.583, -3.249, 3.714], [3.322, -2.839, 3.534], [0.887, -2.402, 1.824], [2.501, -3.186, 1.426], [-2.580, -2.492, -5.241], [-1.912, -1.906, -4.035], [-1.302, -0.661, -4.339], [-0.747, 0.016, -3.339], [-0.773, -0.304, -2.203], [-0.003, 1.281, -3.822], [-0.355, 2.341, -3.077], [1.307, 1.047, -3.640], [-0.203, 1.559, -5.124], [-1.923, -2.578, -6.116], [-3.436, -1.909, -5.580], [-2.881, -3.535, -5.126], [-1.194, -2.573, -3.559], [-2.698, -1.800, -3.280], [-1.868, -2.889, -0.411], [-1.685, -4.184, -1.201], [-3.063, -4.597, -1.433], [-3.303, -5.875, -1.677], [-2.530, -6.765, -1.542], [-4.754, -6.065, -2.165], [-4.838, -7.142, -2.941], [-5.563, -6.283, -1.110], [-5.209, -4.998, -2.796], [-2.382, -2.176, -1.054], [-0.890, -2.441, -0.214], [-2.361, -3.060, 0.539], [-1.189, -4.877, -0.522], [-1.097, -4.095, -2.109], [-1.667, 2.656, -0.405], [-0.400, 3.858, -0.068], [-0.917, 5.240, -0.369], [-1.934, 5.874, 0.965], [0.503, 3.659, -0.648], [-0.012, 3.784, 0.952], [-1.496, 5.322, -1.284], [-0.092, 5.946, -0.468]],
  "charge": -2,
  "e_above_lowest_kcal_mol": 0.0
}

{
  "formula": "C15H34FO11P",
  "method": "the ωB97M-V functional and the def2-TZVPD basis",
  "symbols": ["O", "C", "C", "P", "O", "O", "O", "O", "C", "F", "H", "H", "H", "H", "H", "H", "C", "O", "C", "C", "O", "C", "C", "O", "C", "H", "H", "H", "H", "H", "H", "H", "H", "H", "H", "H", "H", "H", "H", "C", "O", "C", "C", "O", "C", "C", "O", "C", "H", "H", "H", "H", "H", "H", "H", "H", "H", "H", "H", "H", "H", "H"],
  "coordinates": [[4.034, 3.686, 4.679], [3.202, 4.094, 3.823], [3.711, 5.225, 2.812], [3.597, 4.576, 1.014], [5.010, 4.393, 0.464], [2.655, 5.655, 0.065], [2.835, 3.031, 0.959], [1.916, 3.471, 3.821], [0.873, 4.356, 3.385], [0.583, 5.374, 4.385], [3.160, 6.224, 2.905], [4.838, 5.405, 2.992], [1.998, 6.086, 0.660], [1.874, 3.214, 0.784], [-0.114, 3.767, 3.274], [1.066, 4.822, 2.354], [-1.729, -0.326, 5.230], [-1.831, -0.692, 3.867], [-2.831, -1.675, 3.629], [-3.539, -1.420, 2.297], [-4.438, -0.311, 2.316], [-3.854, 0.990, 2.402], [-3.094, 1.420, 1.149], [-1.847, 0.737, 1.057], [-1.480, 0.449, -0.276], [-1.284, -1.137, 5.810], [-1.089, 0.557, 5.298], [-2.711, -0.061, 5.638], [-3.573, -1.691, 4.433], [-2.329, -2.649, 3.588], [-4.159, -2.295, 2.081], [-2.830, -1.337, 1.473], [-3.243, 1.084, 3.301], [-4.697, 1.677, 2.530], [-2.875, 2.493, 1.205], [-3.716, 1.231, 0.268], [-2.289, -0.062, -0.810], [-0.622, -0.230, -0.248], [-1.190, 1.364, -0.800], [1.699, -4.950, -1.893], [0.860, -4.460, -2.921], [-0.174, -3.612, -2.437], [-0.444, -2.469, -3.417], [0.570, -1.462, -3.431], [1.830, -1.830, -3.996], [1.797, -2.052, -5.507], [1.159, -3.288, -5.823], [0.418, -3.229, -7.024], [1.170, -5.688, -1.288], [2.567, -5.424, -2.359], [2.064, -4.131, -1.262], [0.081, -3.194, -1.458], [-1.079, -4.224, -2.340], [-1.357, -1.964, -3.090], [-0.643, -2.838, -4.423], [2.259, -2.683, -3.469], [2.493, -0.981, -3.801], [2.823, -2.106, -5.888], [1.285, -1.210, -5.984], [-0.271, -2.377, -7.022], [-0.182, -4.142, -7.092], [1.086, -3.180, -7.888]]
}

We obtain maximum force values of 1.0 2.4 5.5 eV/Å for the records listed above, in that order.
We obtain E values of -2830.97946 -3801.21090 -1860.68126 Ha for the records listed above, in that order.
We obtain E_LUMO values of 2.06 3.22 -0.31 eV for the records listed above, in that order.